Record 1
Below is a structure of composition C18H33AlBeBr2ClF2LiN6O12P, with properties calculated with wB97M-V/def2-TZVPD.

**Energy**: -227218.956 eV
**Kohn-Sham gap**: 1.37 eV
**Lowest unoccupied orbital energy**: -6.7 eV

ORCA input file:
```
! wB97M-V def2-TZVPD RIJCOSX def2/J DEFGRID3
* xyz 1 1
C 0.24078 -2.57576 2.59714
C -0.09725 -1.83984 1.25035
P -1.37160 -0.48686 1.44796
C -1.64845 0.08032 -0.33333
N -0.72899 0.87507 2.42639
C -0.97624 2.19269 1.93092
N -0.40460 2.77251 0.80592
N -1.85567 2.90782 2.54195
C -2.62491 2.49149 3.71433
C -3.73992 1.43335 3.39108
C -4.43977 1.63901 2.01256
Br -5.14513 1.70600 4.78324
N 0.48829 0.65979 3.08338
C 0.50602 1.03399 4.47469
O 0.56438 0.18328 5.26874
F 0.48274 2.30231 4.89429
C 1.66902 1.05811 2.37992
O 2.11252 2.11778 2.45504
F 2.37064 0.17461 1.61331
H -0.47789 -3.42239 2.67390
H 0.08462 -1.96630 3.50539
H 1.25169 -3.03308 2.56564
H -0.61871 -2.58969 0.60814
H 0.79383 -1.51846 0.67041
H -0.70007 0.10485 -0.90639
H -2.20110 1.04126 -0.33405
H -2.34629 -0.68416 -0.74135
H -1.13288 3.14151 0.19136
H 0.17514 2.09627 0.31238
H -2.06445 3.86243 2.18324
H -2.02258 2.11696 4.56016
H -3.15268 3.39176 4.09533
H -3.35715 0.41239 3.55038
H -4.69618 0.63337 1.60801
H -3.81125 2.12734 1.24149
H -5.35253 2.28543 2.16536
N -1.02051 -3.10680 -2.01295
O 0.08614 -3.48453 -1.56001
O -1.95992 -2.87121 -1.22871
O -1.17676 -2.96474 -3.23303
C 3.79668 -4.14670 -0.24199
O 3.18262 -4.27248 0.78263
N 4.57381 -3.04143 -0.55550
C 5.30248 -2.94717 -1.82383
C 4.67032 -1.94950 0.42058
H 3.78834 -4.91444 -1.03187
H 6.36981 -2.85337 -1.61966
H 4.96364 -2.06791 -2.38253
H 5.13280 -3.83563 -2.43064
H 5.07778 -2.33857 1.35521
H 3.66364 -1.55233 0.62629
H 5.33063 -1.11562 0.03875
O -0.09197 -0.83754 -4.67327
C -0.86580 -1.06134 -5.53816
O -2.09604 -0.44182 -5.63773
C -2.82617 -1.01468 -6.71441
C -1.78778 -1.63883 -7.63357
C -0.70986 -2.07062 -6.64845
H -3.52263 -1.75257 -6.31171
H -3.40366 -0.22198 -7.21434
H -2.18410 -2.45169 -8.24033
H -1.38368 -0.88069 -8.31097
H -0.89920 -3.06774 -6.24720
H 0.28292 -2.01670 -7.08700
C -1.85400 5.87165 0.64133
O -2.67136 5.67573 1.68879
H -0.78386 6.07791 0.87411
H -1.75944 5.02819 -0.09413
H -2.10089 6.71855 -0.02977
Li -3.77553 1.38193 -7.56214
Al 2.82624 -1.57431 -1.18606
C 3.81106 0.67205 5.43432
O 3.65251 -0.45723 4.98634
O 4.54434 1.55270 4.93102
O 3.25529 1.12723 6.45657
Br 5.98449 -0.08623 -1.42128
Be -5.84201 4.07558 2.14968
Cl 6.57470 2.27522 -0.30761
*
```



Record 2
Below is an isolated molecule of C4H6Cl4O2, with properties calculated with wB97M-V/def2-TZVPD.

**Energy**: -58429.512 eV
**Structure (SMILES)**: C[C@H](Cl)C(Cl)(Cl)C(O)(O)Cl
**Kohn-Sham gap**: 11.29 eV
**Lowest unoccupied orbital energy**: 0.5 eV
**Energy above the lowest of the compared OMol25 structures with the same formula, charge and spin**: 0.0 kcal/mol

ORCA input file:
```
! wB97M-V def2-TZVPD RIJCOSX def2/J DEFGRID3
* xyz 0 1
C 1.30061 -0.45948 -1.05479
C -0.03175 -0.38268 -0.28929
Cl -1.24905 0.18514 -1.49505
C 0.00357 0.57253 0.91175
Cl 1.19460 -0.02971 2.12854
Cl 0.28279 2.16408 0.35232
C -1.41672 0.52444 1.69691
O -1.36328 0.97880 2.98180
O -2.32521 1.31185 1.04185
Cl -1.88969 -1.31042 1.74678
H 1.66012 0.61115 -1.13103
H 1.18958 -0.99677 -2.03948
H 1.92221 -1.20396 -0.41436
H -0.18490 -1.52952 0.01351
H -1.89515 1.76813 2.94212
H -2.35927 1.18876 0.02123
*
```



Record 3
Below is an isolated molecule of CH2ClNOS, with properties calculated with wB97M-V/def2-TZVPD.

**Energy**: -27963.516 eV
**Structure (SMILES)**: O=CNSCl
**Kohn-Sham gap**: 9.63 eV
**Lowest unoccupied orbital energy**: 0.0 eV
**Energy above the lowest of the compared OMol25 structures with the same formula, charge and spin**: 19.8 kcal/mol

ORCA input file:
```
! wB97M-V def2-TZVPD RIJCOSX def2/J DEFGRID3
* xyz 0 1
O -0.34052 -1.65006 -0.42430
C -0.81681 -0.60035 -0.07704
N -0.21957 0.51747 0.08070
S 1.48529 0.73157 -0.71607
Cl 2.63938 0.40221 0.85683
H -1.90314 -0.68961 0.29530
H -0.84464 1.28877 -0.01542
*
```



Record 4
Below is a structure of composition C7H16Cl2N2O2PRuS, with properties calculated with wB97M-V/def2-TZVPD.

**Energy**: -62325.001 eV
**Kohn-Sham gap (spin up / spin down)**: 6.00 / 5.75 eV
**Lowest unoccupied orbital energy (spin up / spin down)**: -8.4 / -11.0 eV
**Energy above the lowest of the compared OMol25 structures with the same formula, charge and spin**: 16.5 kcal/mol
**<S²>**: 8.80

ORCA input file:
```
! wB97M-V def2-TZVPD RIJCOSX def2/J DEFGRID3
* xyz 2 6
C -0.34372 -3.15294 -2.65414
C -0.36525 -1.99773 -1.62059
H -1.30190 -3.19669 -3.18833
H -0.17996 -4.18165 -2.28845
H 0.43221 -2.97349 -3.42682
O -1.47500 -1.47074 -1.42563
Cl 1.38088 -3.08437 1.25248
Ru 0.64585 -1.36274 -0.05824
P 0.33062 1.11673 -0.85166
C -1.22392 1.90432 -0.35650
C 1.47089 2.53889 -0.73063
H 1.13413 0.27272 -2.94120
H 0.30508 1.79722 -3.20883
H -0.62544 0.32382 -2.93393
C 0.27082 0.86821 -2.65568
H 2.50539 2.22077 -0.85435
H 1.29241 3.30387 -1.48979
H -1.47017 2.77550 -0.95871
H -1.17114 2.24642 0.68029
H 1.41998 3.04302 0.23630
H -2.06064 1.21311 -0.42970
C -0.93900 -1.02589 0.89265
O -1.96631 -0.92354 1.37935
Cl 2.79560 -0.43917 -0.59105
N -0.19377 -1.14029 3.63826
C 0.15411 0.06542 3.21629
N -0.39860 1.14988 3.77354
S 1.30754 0.18695 1.92140
H -0.86695 -1.25607 4.36978
H 0.15427 -1.95068 3.14803
H -0.03711 2.07918 3.55154
H -0.98090 1.04994 4.60434
*
```



Record 5
Below is an isolated molecule of C3H4N2O, with properties calculated with wB97M-V/def2-TZVPD.

**Energy**: -8201.982 eV
**Structure (SMILES)**: Oc1cc[nH]n1
**Kohn-Sham gap**: 10.02 eV
**Lowest unoccupied orbital energy**: 0.9 eV
**Energy above the lowest of the compared OMol25 structures with the same formula, charge and spin**: 43.9 kcal/mol

ORCA input file:
```
! wB97M-V def2-TZVPD RIJCOSX def2/J DEFGRID3
* xyz 0 1
O -0.52352 2.18842 -0.03031
C 0.07362 0.98512 0.15269
C -0.79831 -0.11655 0.31704
C -0.01489 -1.18652 -0.00404
N 1.22531 -0.69861 -0.20810
N 1.31069 0.65517 -0.12896
H -1.31286 1.71243 -0.37921
H -1.75356 -0.08203 0.82192
H -0.25524 -2.23071 -0.11524
H 2.04876 -1.22671 -0.42579
*
```



Record 6
Below is a cluster of 2 separate species, C4H8O3 in total, with properties calculated with wB97M-V/def2-TZVPD.

**Energy**: -10417.290 eV
**Kohn-Sham gap**: 9.51 eV
**Lowest unoccupied orbital energy**: 0.8 eV
**Energy above the lowest of the compared OMol25 structures with the same formula, charge and spin**: 85.6 kcal/mol

ORCA input file:
```
! wB97M-V def2-TZVPD RIJCOSX def2/J DEFGRID3
* xyz 0 1
C -2.34270 0.59953 -1.51685
C 0.11827 0.88257 0.52459
O 0.87804 1.21368 1.48317
C 0.25324 -0.24862 -0.26998
O 1.38375 -1.45882 0.20632
C 2.32716 -1.46925 1.04904
O 2.60878 -0.54247 1.86355
H -2.63748 0.17375 -0.55182
H -2.77589 0.00829 -2.32408
H -2.67760 1.63639 -1.57213
H -0.66950 1.62567 0.24742
H 1.86523 0.26129 1.73343
H -1.25976 0.58516 -1.63989
H -0.50879 -0.95086 -0.55218
H 2.98996 -2.35354 1.11406
*
```



Record 7
Below is a cluster of 2 separate species, C11H11N in total, with properties calculated with wB97M-V/def2-TZVPD.

**Energy**: -13072.421 eV
**Structure (SMILES)**: c1ccccc1.c1ccncc1
**Kohn-Sham gap**: 9.57 eV
**Lowest unoccupied orbital energy**: 0.5 eV
**Energy above the lowest of the compared OMol25 structures with the same formula, charge and spin**: 79.7 kcal/mol

ORCA input file:
```
! wB97M-V def2-TZVPD RIJCOSX def2/J DEFGRID3
* xyz 0 1
C 2.67501 -0.56633 0.57683
C 2.43932 0.90020 0.47482
C 1.40563 1.43090 -0.40589
C 0.94429 0.52173 -1.32430
C 1.14692 -0.83759 -1.28113
C 1.97434 -1.40267 -0.25415
H 3.30426 -0.89993 1.37303
H 2.84059 1.44798 1.41755
H 0.91216 2.52348 -0.38390
H 0.08907 0.78973 -2.00350
H 0.47261 -1.54928 -1.85104
H 2.42701 -2.46090 -0.34374
C -1.62475 0.80070 1.20957
C -2.09660 1.30607 -0.05004
C -2.59212 0.33325 -0.91996
N -2.50410 -1.07273 -0.71328
C -1.83587 -1.47047 0.48062
C -1.38225 -0.58869 1.38075
H -0.92954 1.25876 2.02535
H -2.07202 2.41286 -0.34486
H -3.20253 0.62511 -1.82320
H -1.52154 -2.49051 0.59933
H -0.86989 -1.01170 2.16113
*
```



Record 8
Below is the ion C12H18BClF2N2O9P with charge -1, with properties calculated with wB97M-V/def2-TZVPD.

**Energy**: -62072.970 eV
**Kohn-Sham gap**: 8.22 eV
**Lowest unoccupied orbital energy**: 2.6 eV

ORCA input file:
```
! wB97M-V def2-TZVPD RIJCOSX def2/J DEFGRID3
* xyz -1 1
C 0.19391 -2.40548 2.09182
C 0.30103 -2.91651 0.68649
O 0.46516 -4.10918 0.52493
N 0.13231 -2.07788 -0.40997
C 0.72421 -2.65938 -1.61735
C -0.21221 -2.75546 -2.77843
O 1.86323 -3.01004 -1.68679
C 0.45932 -0.66022 -0.25903
O 1.20586 -0.25636 -1.34188
B 1.11959 1.22701 -1.37403
C 2.31108 2.06132 -0.61055
C 3.28697 1.20468 0.21226
C 3.00466 1.20235 1.69830
Cl 3.71732 2.65529 2.49173
O -0.27492 1.45978 -0.84724
C -0.81151 0.39015 -0.26964
C -1.08809 0.66874 1.20471
P -2.28431 1.97133 1.59240
O -3.05172 1.59145 2.78389
O -1.53490 3.36330 1.85662
O -3.26201 2.21787 0.36568
N -1.87133 -0.31418 -1.07851
C -2.30650 0.44689 -2.19609
O -2.63718 1.58734 -2.25860
F -2.33110 -0.31891 -3.27826
C -2.92756 -0.84935 -0.35319
O -2.86378 -1.76574 0.42876
F -4.10322 -0.27843 -0.61158
H -0.81696 -2.49914 2.45950
H 0.49830 -1.38137 2.24080
H 0.81703 -3.03397 2.70018
H -1.22225 -2.85221 -2.41475
H -0.09504 -1.82577 -3.31634
H 0.09103 -3.54845 -3.43998
H 1.07610 -0.42799 0.60668
H 1.21498 1.51641 -2.56653
H 2.89528 2.54744 -1.37580
H 1.94206 2.87231 0.01402
H 4.27545 1.62980 0.10748
H 3.33829 0.18106 -0.14235
H 1.95110 1.17890 1.93148
H 3.47461 0.35894 2.17411
H -1.38808 -0.18645 1.78733
H -0.14946 1.01217 1.60252
H -1.95423 3.68450 2.65909
H -3.17254 3.10346 0.00614
*
```



Record 9
Below is a cluster of 3 separate species, C6H14BN2O11S2 in total, with properties calculated with wB97M-V/def2-TZVPD.

**Energy**: -54298.521 eV
**Kohn-Sham gap**: 8.34 eV
**Lowest unoccupied orbital energy**: 2.7 eV

ORCA input file:
```
! wB97M-V def2-TZVPD RIJCOSX def2/J DEFGRID3
* xyz -1 1
N -4.62436 -0.21848 0.30045
B -3.85267 -0.70867 -0.92956
O -4.57728 -0.71998 -2.24631
C -2.28058 -1.19528 -0.94361
N -2.00097 -2.48050 -0.19546
C -1.42122 0.01166 -0.17900
O -1.49111 0.06590 1.15366
O -0.69261 0.93813 -1.06017
H -4.24056 0.70855 0.64255
H -4.58568 -0.93383 1.08314
H -4.13790 -0.01717 -2.84050
H -1.91959 -1.33179 -2.06197
H -2.58070 -3.28489 -0.53983
H -1.00506 -2.73845 -0.46676
C 1.83433 0.83723 -2.66138
C 1.66868 1.77691 -3.85272
O 2.76566 1.48344 -4.71485
S 3.14125 -0.09764 -4.57496
O 2.50417 -0.81046 -5.65992
O 4.55118 -0.20808 -4.28119
O 2.30162 -0.39426 -3.20934
H 2.59382 1.21108 -1.96715
H 0.89511 0.68318 -2.12340
H 1.68044 2.82899 -3.55816
H 0.74365 1.56231 -4.39825
C 0.48606 -0.14975 3.85100
C 0.67023 1.18879 4.56101
O 1.67592 0.95450 5.54411
S 2.71394 -0.17127 4.98234
O 3.86086 0.51066 4.42495
O 2.82492 -1.22229 5.96694
O 1.79396 -0.71027 3.74905
H -0.13069 -0.83034 4.44679
H 0.04281 -0.03300 2.85844
H -0.25159 1.54234 5.02902
H 1.04397 1.95272 3.87104
*
```



Record 10
Below is a structure of composition C35H55As3ClO2PSSr, with properties calculated with wB97M-V/def2-TZVPD.

**Energy**: -257269.714 eV
**Kohn-Sham gap**: 8.03 eV
**Lowest unoccupied orbital energy**: -4.2 eV

ORCA input file:
```
! wB97M-V def2-TZVPD RIJCOSX def2/J DEFGRID3
* xyz 2 1
Sr 0.06455 -0.34067 -0.52004
C -0.22324 2.27165 3.44108
As -0.90745 1.55308 1.76592
C -1.44144 3.23366 0.92452
C -2.73719 0.92664 2.17411
C -3.02514 -0.23528 3.13780
C -2.31168 -0.07151 4.47444
C -2.70726 -1.62074 2.53250
As -0.92854 -2.11312 1.83943
C -1.27274 -4.02467 1.65480
C 0.20675 -2.18389 3.42553
C -4.55627 -0.25058 3.36634
As -5.62526 1.08823 4.38967
C -4.63431 2.78388 4.28138
C -5.10215 0.61112 6.21850
H -1.01513 2.77167 3.99645
H 0.55064 2.99538 3.18704
H 0.21780 1.48996 4.05350
H -2.11458 3.77563 1.58801
H -1.93432 3.01570 -0.02097
H -0.55271 3.83338 0.73329
H -3.18066 0.69709 1.19677
H -3.25323 1.81638 2.53572
H -1.23061 -0.15646 4.38350
H -2.64188 -0.84019 5.17618
H -2.52675 0.89677 4.92548
H -3.38155 -1.80374 1.68874
H -2.94366 -2.38144 3.28206
H -0.41245 -4.52771 1.21715
H -2.13997 -4.17846 1.01359
H -1.48235 -4.45634 2.63270
H -0.36254 -2.57131 4.26879
H 0.60838 -1.20269 3.66773
H 1.04086 -2.85106 3.21054
H -4.82104 -1.17977 3.88310
H -5.04530 -0.31172 2.38918
H -4.74432 3.22846 3.29236
H -3.57943 2.71624 4.54822
H -5.12120 3.45092 4.99329
H -5.31633 -0.44552 6.37788
H -5.72718 1.18577 6.90037
H -4.05647 0.80957 6.44504
Cl 2.54524 -0.11376 1.49938
C 4.12053 -0.57670 0.81913
C 5.09084 -0.93772 1.73389
C 6.35035 -1.27919 1.26046
C 6.61423 -1.24343 -0.09991
C 5.62320 -0.86794 -0.99344
C 4.34471 -0.52447 -0.55076
P 3.01232 -0.06794 -1.69047
C 3.67235 -0.29029 -3.35546
C 3.68632 -1.58643 -3.87557
C 4.18224 -1.82371 -5.14692
C 4.65003 -0.76489 -5.91612
C 4.63094 0.52555 -5.40821
C 4.14988 0.76489 -4.12817
C 2.82709 1.72702 -1.44686
C 1.67139 2.32647 -1.94878
C 1.42849 3.67806 -1.74700
C 2.33605 4.44421 -1.02989
C 3.48684 3.85478 -0.52177
C 3.73237 2.50560 -0.72788
H 4.86110 -0.94663 2.78989
H 7.12036 -1.56978 1.96199
H 7.59618 -1.50363 -0.47044
H 5.83812 -0.83767 -2.05402
H 3.32605 -2.41884 -3.27963
H 4.20553 -2.83183 -5.53901
H 5.03306 -0.94790 -6.91114
H 5.00171 1.34880 -6.00413
H 4.15228 1.77301 -3.73257
H 0.95533 1.74690 -2.52541
H 0.53319 4.13132 -2.15344
H 2.15252 5.49882 -0.87288
H 4.19984 4.45165 0.03135
H 4.63568 2.06098 -0.32914
C -1.60506 1.08487 -4.46102
S -2.47420 0.85894 -2.91938
C -3.34788 2.40970 -2.84878
O -1.39051 0.96836 -1.84958
H -2.33058 1.09655 -5.27446
H -0.94088 0.23034 -4.58025
H -1.03732 2.01438 -4.43674
H -4.04616 2.44565 -3.68538
H -2.63880 3.23508 -2.89654
H -3.90484 2.43185 -1.91419
C -0.70855 -3.76189 -3.81785
C -1.78558 -4.14543 -2.80644
C -1.97491 -2.85173 -2.03667
O -0.67574 -2.19149 -2.05723
C 0.20716 -2.89176 -2.98254
H -1.13801 -3.18949 -4.64225
H -0.18786 -4.61942 -4.23883
H -1.42808 -4.93611 -2.14493
H -2.71013 -4.48485 -3.26870
H -2.25850 -2.99440 -0.99395
H -2.69715 -2.18777 -2.51654
H 0.90809 -3.48927 -2.39397
H 0.76650 -2.14172 -3.54257
*
```